# 1
This record from the Open Molecules 2025 dataset describes a 2-piece molecular cluster, C4H14NO2 overall. The level of theory is the ωB97M-V functional and the def2-TZVPD basis.

Summary:
* expectation value of S²: 0.75
* spin multiplicity: 2
* ΔE to the lowest compared entry with this formula, charge and spin: 122.9 kJ/mol
* orbital gap (spin up / spin down): 3.82 / 11.05 eV
* maximum force: 0.025 hartree/bohr

Last column: Mulliken spin population.
Element x y z (Å)
O -2.017702 0.308777 2.079892  -0.07
O 2.661683 0.428809 -1.726332  0.18
N 1.053690 -1.280090 -0.132960  1.90
C -0.430790 -1.404581 -0.187425  0.47
C -1.081625 -0.123826 -0.673217  0.35
C -0.728441 1.100454 0.166030  0.25
C -0.780923 0.906579 1.671852  0.13
H -0.631270 -2.250440 -0.827225  -0.37
H -0.682290 0.050100 -1.671892  -0.27
H 3.429613 1.021615 -1.808582  -0.06
H -0.752901 -1.645980 0.820535  -0.07
H 0.247516 1.481927 -0.144362  -0.04
H -2.157087 -0.240280 -0.747498  -0.04
H -0.585872 1.867274 2.160727  0.01
H -0.024965 0.237695 2.106226  -0.20
H 1.505655 -0.551287 -0.737429  -0.08
H 1.535138 -2.164019 -0.416969  -0.65
H -1.409089 1.917337 -0.049146  0.00
H -2.739531 0.890017 1.809319  0.01
H 1.470607 -1.116651 0.820498  -0.46
H 2.118590 0.566562 -2.512038  0.00

Forces on the atoms, in the same order (eV/Å):
O 0.03 0.42 -0.09
O 0.18 0.24 0.00
N 1.27 0.11 -0.12
C -0.12 0.22 0.44
C 0.58 0.08 -0.09
C 0.24 0.03 0.24
C 0.05 -0.33 0.46
H -0.21 -0.11 -0.25
H -0.30 0.08 -0.29
H -0.29 -0.23 0.07
H -0.09 -0.11 0.08
H 0.20 -0.05 0.24
H -0.16 -0.24 0.04
H -0.30 0.06 0.04
H 0.00 0.02 -0.52
H -0.43 -0.30 0.25
H -0.13 -0.18 -0.17
H -0.31 0.14 -0.29
H 0.08 -0.09 0.08
H -0.37 0.14 0.11
H 0.10 0.08 -0.24

=====

# 2
This record from the Open Molecules 2025 dataset describes a 3-piece molecular cluster, C13H27F7NO9P2 overall. The level of theory is the ωB97M-V functional and the def2-TZVPD basis.

Summary:
* charge: +1
* orbital gap: 6.12 eV
* maximum force: 0.209 hartree/bohr

Last column: Löwdin charge in e.
Element x y z (Å)
P -4.927995 -4.984261 -1.135378  0.76
P 2.415662 4.335238 3.429102  0.76
F 1.373741 -1.779676 -1.987838  0.06
F 0.110924 -0.785684 -4.706156  0.06
F 2.567058 -1.070962 -3.896856  0.04
F -1.138501 1.614458 -2.016448  0.05
F -2.062967 0.307505 -3.769298  0.05
F 0.764761 1.444889 -4.202287  0.05
F -1.337042 -0.748143 -1.771306  0.05
O -5.876985 -4.097529 -0.324192  -0.26
O -5.693329 -4.467486 -2.598299  -0.28
O -4.162554 -5.501047 0.327452  -0.24
O 0.998362 4.682760 4.203150  -0.28
O 1.953851 2.670749 3.333986  -0.27
O 2.224975 0.482902 1.016995  -0.20
O -3.580319 -4.115226 -1.531875  -0.28
O 2.210898 4.477198 1.918202  -0.30
O 2.877432 5.999758 3.524348  -0.27
N 2.602620 0.410522 -2.030271  -0.04
C 2.137646 1.957238 4.540764  -0.16
C 4.078892 6.194115 4.242540  -0.15
C -3.725522 -2.782951 -1.990050  -0.12
C 0.236821 5.801063 3.784319  -0.11
C 1.130205 0.855578 0.059516  -0.08
C 0.420651 0.129638 -3.542160  -0.06
C -3.227127 -6.545394 0.144416  -0.16
C -0.964621 0.312029 -2.727454  -0.14
C 1.941055 1.504363 -1.241027  -0.06
C 1.693265 -0.532279 -2.779740  -0.12
C 3.597661 -0.270540 -1.097454  -0.06
C -6.047180 -5.545281 -3.441051  -0.16
C 3.042988 -0.573794 0.408457  -0.15
H -2.419673 -6.226358 -0.515326  0.08
H 3.877255 -1.326747 -1.574592  0.17
H 3.959040 -0.793851 1.128699  0.17
H -2.868980 -2.196363 -1.645426  0.06
H 1.834582 0.917678 4.384965  0.09
H -6.730144 -6.219083 -2.917452  0.08
H -3.730123 -7.420993 -0.277726  0.08
H 4.582841 0.359869 -1.026401  0.17
H 0.486834 6.657287 4.417179  0.09
H 2.381550 -1.566823 0.443697  0.15
H 4.322466 7.259197 4.243196  0.09
H 2.826703 2.134515 -0.744037  0.19
H -3.726349 -2.782317 -3.083730  0.09
H -2.805707 -6.815297 1.117229  0.09
H -0.825027 5.573529 3.915550  0.10
H 0.456229 1.677875 0.555240  0.17
H 0.411761 6.056789 2.736068  0.09
H 3.201073 0.890399 -2.769080  0.22
H -5.148388 -6.088692 -3.744230  0.08
H 3.194608 1.978251 4.824088  0.08
H 3.952693 5.854599 5.273968  0.08
H -6.544380 -5.150713 -4.330339  0.09
H 1.530428 2.387720 5.337632  0.08
H 1.316017 2.278395 -1.851213  0.16
H -4.641105 -2.312210 -1.622707  0.09
H 4.891787 5.640534 3.765727  0.08
H 0.578684 -0.146937 -0.185085  0.13

Forces on the atoms, in the same order (eV/Å):
P -1.20 9.82 4.03
P -7.75 2.79 -6.93
F 0.74 4.83 -2.54
F 1.13 2.97 4.36
F -2.62 1.92 3.60
F 1.26 -4.57 -2.41
F 4.10 0.04 3.71
F -0.75 -4.33 2.70
F 2.14 3.76 -3.35
O 0.11 -1.77 -0.53
O 0.88 -3.09 0.07
O -0.48 -2.14 -2.69
O 1.02 -1.56 0.52
O 2.60 1.13 2.03
O -0.24 -0.43 -2.29
O 0.47 -1.46 0.44
O 1.38 -0.71 0.75
O 1.74 -2.18 1.76
N 0.44 0.48 -0.66
C -0.02 -0.81 0.64
C 0.59 0.60 0.44
C -0.09 0.31 -0.69
C -0.15 0.98 0.23
C 1.45 -0.02 0.05
C -0.77 0.00 -3.99
C 0.59 -0.67 0.30
C -5.57 0.86 0.48
C -1.06 2.34 2.72
C 1.63 -4.26 -2.07
C 1.95 -2.52 1.28
C -0.29 -0.25 -0.77
C -0.77 -1.17 0.85
H 0.12 -0.05 -0.03
H -0.56 2.43 0.95
H -1.84 0.77 -1.72
H -0.21 -0.49 0.08
H 0.04 0.19 -0.05
H -0.09 -0.09 -0.20
H 0.27 -0.14 0.14
H -2.19 -0.87 -0.43
H -0.11 0.00 -0.21
H 1.47 2.01 -0.50
H -0.06 -0.17 -0.01
H -1.92 -1.45 -1.13
H -0.09 0.18 0.08
H -0.14 0.09 -0.13
H 0.25 -0.24 0.10
H 1.46 -1.76 -0.98
H 0.15 -0.14 0.10
H -0.99 -0.85 0.60
H -0.12 -0.16 -0.26
H -0.11 -0.26 0.16
H 0.25 0.16 0.12
H 0.07 -0.05 0.14
H -0.02 -0.06 0.09
H 1.10 -1.92 0.71
H 0.01 -0.21 0.02
H 0.18 0.14 0.09
H 0.62 2.04 0.23

=====

# 3
This record from the Open Molecules 2025 dataset describes a 2-piece molecular cluster, C2H4N2O2S overall. The level of theory is the ωB97M-V functional and the def2-TZVPD basis.

Summary:
* ΔE to the lowest compared entry with this formula, charge and spin: 873.3 kJ/mol
* orbital gap: 6.21 eV
* maximum force: 0.111 hartree/bohr

Last column: Löwdin charge in e.
Element x y z (Å)
S 2.949467 -0.611993 -0.247657  0.61
O -0.806613 1.544816 -0.398749  -0.08
O -1.917725 -1.740876 0.020755  0.00
N 1.385408 0.270806 0.067383  -0.35
N -0.832099 0.307919 0.050639  -0.28
C -2.049902 -0.537807 -0.285475  -0.14
C 0.372799 -0.433783 -0.003117  -0.35
H 0.117170 1.861594 1.322939  0.30
H 3.405774 0.738897 0.363770  -0.02
H -2.957206 0.144662 -0.659982  0.18
H 0.332931 -1.544239 -0.230510  0.14

Forces on the atoms, in the same order (eV/Å):
S -0.56 4.62 2.30
O 1.47 0.47 3.92
O -1.65 3.80 -1.65
N 3.09 0.08 -0.30
N -3.06 -3.59 -3.21
C 1.89 -0.82 2.24
C -2.19 -1.40 -0.68
H -0.60 0.48 -2.41
H 0.11 -3.24 -1.48
H 1.81 -1.79 0.65
H -0.32 1.40 0.61

=====

# 4
This record from the Open Molecules 2025 dataset describes a 2-piece molecular cluster, C2H6NP overall. The level of theory is the ωB97M-V functional and the def2-TZVPD basis.

Summary:
* ΔE to the lowest compared entry with this formula, charge and spin: 243.5 kJ/mol
* orbital gap: 10.72 eV
* SMILES: C1=NC1.P
* maximum force: 0.077 hartree/bohr

Last column: Löwdin charge in e.
Element x y z (Å)
P -1.819496 0.534682 -0.584352  0.64
N 2.122254 -0.563364 1.131933  0.09
C 2.140666 -1.546264 0.358502  -0.13
C 1.210701 -0.497404 -0.061108  -0.21
H 1.446149 0.280975 -0.706936  0.05
H -1.155977 0.832676 0.576452  -0.18
H 0.065833 -0.528536 0.210348  -0.02
H -2.284233 -0.664333 0.019837  -0.15
H -2.861141 1.489388 -0.521938  -0.17
H 2.803240 -2.261900 -0.040245  0.09

Forces on the atoms, in the same order (eV/Å):
P 0.21 -0.27 -1.26
N 0.44 -0.67 0.58
C -0.45 2.12 -0.89
C -3.08 -1.23 2.21
H 0.45 1.09 -1.42
H 0.20 0.81 0.76
H 2.81 -0.56 -0.65
H -0.68 0.37 -0.15
H -0.34 -0.46 0.55
H 0.46 -1.20 0.29

=====

# 5
This record from the Open Molecules 2025 dataset describes an isolated ion of composition CN5O3 and charge -1. The level of theory is the ωB97M-V functional and the def2-TZVPD basis.

Summary:
* charge: -1
* expectation value of S²: 2.02
* spin multiplicity: 3
* orbital gap (spin up / spin down): 7.13 / 7.32 eV
* maximum force: 0.079 hartree/bohr

Last column: Mulliken spin population.
Element x y z (Å)
O -2.151225 -0.801104 0.104390  0.01
O 0.545770 2.418732 1.377854  0.59
O 0.206494 -0.711582 -1.269383  0.01
N -0.273759 0.353075 -0.462411  0.07
N 2.408988 -1.611547 -1.158505  0.00
N 0.499502 1.253212 1.314538  0.74
N -1.264059 0.004112 0.353597  -0.09
N -1.214324 0.794920 1.353112  0.66
C 1.365901 -1.086960 -1.111299  0.01

Forces on the atoms, in the same order (eV/Å):
O -1.02 -1.21 0.33
O 0.76 2.11 -0.01
O -3.69 -0.88 -1.41
N 0.26 1.16 -1.42
N -0.72 0.75 0.30
N -0.31 -0.66 2.25
N 1.98 0.78 -1.46
N -0.79 -0.29 1.31
C 3.53 -1.76 0.12

=====

# 6
This record from the Open Molecules 2025 dataset describes a 2-piece molecular cluster, CH5Cl3Si2 overall. The level of theory is the ωB97M-V functional and the def2-TZVPD basis.

Summary:
* ΔE to the lowest compared entry with this formula, charge and spin: 342.6 kJ/mol
* orbital gap: 8.41 eV
* SMILES: Cl[SiH](Cl)Cl.C=[SiH2]
* maximum force: 0.088 hartree/bohr

Last column: Löwdin charge in e.
Element x y z (Å)
Cl 3.939679 0.399257 -1.460557  0.21
Cl 2.645404 -1.905190 0.573880  0.27
Cl 2.728223 1.213440 1.491185  0.30
Si 2.478208 0.008468 -0.048174  -0.77
Si -2.325587 -0.775526 0.361704  0.68
C -2.013767 0.936583 0.096741  -0.33
H -2.547629 1.725547 0.397630  -0.13
H -1.220055 -1.449571 -0.406998  -0.10
H -1.574161 1.210882 -0.961096  0.02
H 1.144969 0.469860 -0.826515  -0.02
H -3.255281 -1.833753 0.782205  -0.12

Forces on the atoms, in the same order (eV/Å):
Cl -0.16 -0.22 0.36
Cl -0.19 -0.18 -0.07
Cl 0.17 0.77 1.11
Si -1.41 0.65 -2.61
Si 1.96 1.19 -2.14
C 1.00 -3.30 -2.94
H -2.10 2.79 1.62
H -0.53 -0.17 0.27
H -0.06 -1.03 2.37
H 1.55 -1.02 1.20
H -0.23 0.51 0.82